{"formula": "C32H50AsN4V", "method": "wB97M-V/def2-TZVPD", "homo_lumo_gap_ev": [6.7, 7.5], "s2": 2.032, "spin_multiplicity": 3, "energy_ev": -126480.46850, "lumo_ev": [0.225, 0.191], "symbols": ["C", "C", "H", "H", "H", "H", "H", "H", "C", "C", "C", "H", "H", "C", "N", "C", "C", "H", "H", "H", "H", "H", "H", "H", "H", "H", "C", "C", "H", "H", "H", "C", "H", "H", "H", "H", "C", "H", "C", "As", "H", "H", "H", "C", "C", "H", "C", "H", "H", "C", "C", "C", "H", "H", "H", "C", "H", "C", "C", "C", "C", "H", "V", "C", "H", "C", "H", "N", "H", "C", "N", "H", "H", "H", "H", "H", "C", "C", "H", "H", "H", "C", "H", "C", "N", "C", "H", "H"], "coordinates": [[0.95007, 0.28627, 3.02853], [0.74727, 1.05840, -0.36437], [6.54465, 3.74066, 0.31254], [-4.15510, -0.30692, -0.48447], [2.24571, -1.32130, 1.18840], [4.43244, 1.29949, -2.05392], [-0.60049, 3.09874, 0.93591], [1.43388, 4.02566, -2.04684], [-3.39780, 2.66458, 4.89582], [0.49917, -2.22357, 3.41579], [5.75395, -0.85252, 0.96639], [-0.22917, 1.46549, 4.77370], [5.54517, -1.80967, 0.48106], [4.17259, -0.82658, -2.28976], [-2.19749, 1.09376, 0.84979], [-3.03081, -4.35886, -0.79637], [-0.40511, -2.76993, -0.03788], [0.41093, -0.67177, 4.88762], [-1.88366, 0.48364, -2.36165], [-4.05913, -4.65287, -0.97893], [4.35773, -0.81405, -3.36501], [-4.54854, 1.67060, 1.85577], [7.87979, -1.28377, 1.06198], [5.55689, -0.99785, 2.03166], [1.12431, 3.48480, 0.92240], [-3.60789, -2.43440, -1.35987], [-2.47404, 1.36678, 2.11622], [1.62630, -2.20666, 1.07832], [-3.91244, 3.19468, 5.68762], [-0.24995, -6.20740, -0.21333], [-1.66509, 2.65844, 6.06418], [1.59956, 2.99085, -1.73228], [1.09162, -3.92175, 2.26937], [5.89977, 0.36981, -1.75688], [2.44721, -2.99577, 2.90681], [5.75993, 1.91518, 1.80031], [-1.18995, 1.63138, 4.30823], [-4.29984, 0.83804, -1.82809], [-2.07423, 2.34352, 5.11031], [4.37307, 0.41625, 0.31664], [-2.84098, -0.98121, -2.56808], [1.69320, 0.15464, 2.24698], [1.24718, 1.19537, 3.56175], [4.81856, 0.38014, -1.61082], [-2.76639, -3.00434, -0.98620], [-2.59468, -6.38273, -0.44661], [7.21623, -0.46795, 0.76605], [-2.49721, 2.22032, -0.84618], [1.08752, 0.44994, -1.21476], [-3.60768, 0.41753, -1.09445], [-1.30777, 1.13403, 3.00145], [-1.63240, -2.24320, -0.68057], [-0.45960, -2.05482, 2.92147], [5.55858, 3.13164, -1.01440], [2.19326, -2.86620, 0.41176], [-0.79454, -5.27158, -0.28019], [6.94268, 2.19895, -0.44219], [1.46081, -2.90904, 2.44137], [1.00486, -0.90313, 3.99988], [-0.03113, -4.14223, -0.11994], [-3.08415, 1.54863, -0.21064], [2.04313, -1.02047, 4.32540], [-0.68652, -0.10081, 0.56608], [5.21168, 2.13030, 0.87986], [1.71744, 2.37517, -2.62684], [0.44725, 2.47435, -0.86006], [-3.92356, 2.13074, 0.16770], [0.35954, -1.82226, 0.46736], [4.57632, -1.76262, -1.89668], [-2.45611, -0.27840, -1.82373], [-1.54104, -0.92809, -0.90705], [4.39230, 2.79578, 1.15942], [1.02190, -4.33674, 0.02664], [7.47772, 0.40224, 1.36968], [-0.45519, 2.46475, -1.48523], [2.53477, 2.94857, -1.16467], [-3.74680, 1.79164, 2.57203], [-4.14698, 2.34380, 3.76677], [-0.00106, 4.44611, -0.05163], [-5.20066, 2.59495, 3.82634], [1.59662, 1.13690, 0.32686], [-2.17238, -5.38565, -0.47742], [7.43752, -0.23548, -0.27698], [6.11634, 2.83628, -0.12501], [-0.33217, 0.48249, 2.36858], [0.22203, 3.43757, 0.30475], [0.30819, -2.91485, 4.23979], [3.09320, -0.83070, -2.12619]], "nbo_charge": [-0.23, -0.83, 0.21, 0.20, 0.22, 0.22, 0.21, 0.20, -0.29, -0.39, -0.71, 0.21, 0.21, -0.62, -0.61, -0.12, 0.30, 0.20, 0.20, 0.21, 0.21, 0.21, 0.21, 0.21, 0.20, 0.21, 0.23, -0.25, 0.21, 0.21, 0.21, -0.59, 0.21, 0.21, 0.20, 0.21, -0.27, 0.21, -0.15, 0.86, 0.20, 0.22, 0.19, -0.71, -0.33, 0.21, -0.62, 0.20, 0.20, -0.41, 0.24, 0.20, 0.20, 0.21, 0.19, -0.14, 0.20, -0.40, -0.40, -0.31, -0.22, 0.20, 1.48, -0.71, 0.20, -0.21, 0.20, -0.59, 0.20, -0.22, -0.65, 0.22, 0.21, 0.20, 0.17, 0.19, -0.29, -0.13, 0.20, 0.21, 0.20, -0.30, 0.20, -0.62, -0.66, -0.60, 0.21, 0.21]}

=====

{"formula": "H12NaO6", "method": "wB97M-V/def2-TZVPD", "de_lowest_kcal_mol": 3.0, "homo_lumo_gap_ev": 11.7, "spin_multiplicity": 1, "energy_ev": -16893.19945, "lumo_ev": -3.119, "charge": 1, "symbols": ["H", "H", "H", "O", "H", "H", "O", "H", "O", "O", "Na", "H", "H", "O", "H", "O", "H", "H", "H"], "coordinates": [[-0.78045, -2.91808, 1.75655], [1.59747, 2.03586, 1.82869], [-0.72378, 0.60287, -2.90490], [-2.41310, 0.68722, 0.80235], [-2.95088, 0.47618, 1.57644], [0.15171, -1.84390, 2.29689], [-1.10270, 0.59585, -2.01724], [-2.88078, 1.41076, 0.36654], [2.23862, 0.46450, -0.88961], [-0.35670, -2.08543, 1.50872], [-0.03058, -0.01165, 0.09149], [2.39028, 1.30963, -1.33624], [3.01484, 0.33719, -0.32801], [0.67702, -2.00250, -1.25809], [-2.02898, 0.83457, -2.13851], [0.76646, 2.16402, 1.35349], [1.45053, -1.91670, -1.82975], [0.22446, 2.71415, 1.93480], [0.75656, -2.85454, -0.81362]], "nbo_charge": [0.50, 0.48, 0.49, -0.97, 0.49, 0.48, -0.97, 0.48, -0.97, -0.97, 0.95, 0.49, 0.49, -0.97, 0.49, -0.96, 0.49, 0.49, 0.49]}

=====

{"formula": "C3H13NO5", "method": "wB97M-V/def2-TZVPD", "de_lowest_kcal_mol": 58.4, "homo_lumo_gap_ev": 10.6, "smiles": "O=CNCCO.O.O.O", "spin_multiplicity": 1, "energy_ev": -15047.94061, "lumo_ev": 0.275, "symbols": ["H", "O", "C", "H", "H", "O", "H", "H", "O", "C", "H", "H", "H", "H", "C", "H", "O", "N", "H", "O", "H", "H"], "coordinates": [[-0.65941, -1.93623, 2.67242], [-0.06192, 1.37054, -1.98285], [-0.24277, -1.36432, 1.79275], [1.40403, -0.51521, 2.94701], [-0.67730, -3.01353, 0.54195], [1.92170, -0.31528, -1.46675], [0.52739, 0.71708, -1.66830], [1.86507, -2.07383, 2.04710], [-2.70935, 1.04276, -1.88014], [1.68902, -0.90624, -0.41933], [-1.83825, 1.17231, -1.82405], [1.56922, -1.91098, -0.45640], [0.17046, 1.37325, -2.89220], [-1.55686, 2.02893, 0.43852], [1.19114, -1.09621, 1.95680], [-0.95600, -0.59231, 1.87857], [-1.86632, 2.74327, 1.11497], [1.77163, -0.30946, 0.79927], [2.00523, 0.71306, 0.80038], [-0.52891, -1.99486, 0.52561], [-1.21563, 3.39576, 0.75456], [-2.90538, 0.23719, -1.30247]], "nbo_charge": [0.19, -0.97, -0.11, 0.24, 0.49, -0.66, 0.49, 0.21, -0.95, 0.55, 0.47, 0.14, 0.48, 0.47, -0.25, 0.21, -0.93, -0.63, 0.42, -0.75, 0.46, 0.46]}

=====

{"formula": "C5H8BrF3O", "method": "wB97M-V/def2-TZVPD", "de_lowest_kcal_mol": 9.6, "homo_lumo_gap_ev": 10.3, "smiles": "CC(C)(Br)[C@H](O)C(F)(F)F", "spin_multiplicity": 1, "energy_ev": -85556.09757, "lumo_ev": 0.706, "symbols": ["H", "H", "H", "C", "C", "H", "H", "C", "F", "H", "F", "C", "H", "Br", "F", "C", "H", "O"], "coordinates": [[0.24477, -1.18151, -1.41928], [-0.25475, 0.40342, -1.88276], [-1.59253, -1.05936, 1.85682], [-0.97604, -0.07556, 0.05930], [-1.09121, -1.34787, 0.95383], [-1.31726, -0.87533, -1.94808], [0.25898, 2.38377, -0.50058], [-0.53831, -0.45731, -1.36728], [2.90323, 0.94209, 0.63124], [0.46892, 0.77137, 1.79009], [1.83689, -0.83654, 0.24071], [0.47650, 0.97416, 0.67596], [-0.10883, -1.81510, 1.10747], [-2.44474, 0.98075, 0.08562], [1.80702, 0.60034, -1.19736], [1.76459, 0.42480, 0.12189], [-1.69246, -2.07107, 0.38341], [0.25524, 2.23896, 0.40899]], "nbo_charge": [0.22, 0.21, 0.22, -0.12, -0.65, 0.21, 0.48, -0.65, -0.32, 0.20, -0.31, 0.05, 0.23, 0.11, -0.34, 0.92, 0.22, -0.67]}